{"formula": "C43H33Cl2F10MoN3O2S5Sb2", "method": "ωB97M-V with the def2-TZVPD basis set", "species": ["N", "F", "H", "C", "H", "H", "H", "C", "C", "F", "C", "C", "H", "F", "C", "C", "H", "C", "C", "C", "H", "C", "S", "C", "Cl", "H", "C", "C", "C", "S", "C", "F", "S", "F", "H", "C", "C", "H", "C", "C", "Sb", "H", "C", "C", "C", "H", "F", "O", "C", "H", "C", "C", "C", "C", "C", "C", "H", "H", "C", "H", "H", "H", "C", "H", "F", "Sb", "H", "H", "H", "C", "C", "H", "C", "S", "N", "C", "F", "Cl", "C", "H", "H", "H", "N", "F", "H", "C", "C", "C", "H", "C", "O", "S", "H", "C", "H", "H", "H", "H", "C", "Mo", "F"], "xyz": [[2.69703, 1.24172, 0.45763], [1.75327, -2.95666, -0.82521], [-1.11228, 2.91849, 5.16144], [-0.94581, 1.89487, 4.85209], [-5.01118, 0.53241, -3.49093], [-0.59885, 6.44155, -1.71362], [4.49400, 0.97802, 2.68578], [1.54466, 1.17083, -1.57134], [1.30170, -0.79374, -3.64731], [1.01348, -1.33865, -5.92052], [3.01358, -1.54966, 4.55919], [1.54358, -2.49997, -2.06762], [1.62629, 1.80092, 2.13717], [2.83263, -2.52551, 6.70091], [3.55703, -1.49534, 3.27862], [2.66869, 1.75552, 1.82819], [-0.90998, -1.25448, 6.11672], [3.40944, 0.80182, 2.72554], [4.62668, -2.36099, 3.02989], [4.02730, 1.43864, -0.12778], [-7.34831, 1.28357, -3.47589], [-1.82230, 2.75602, -1.67970], [3.81439, -1.80837, -0.80528], [1.25688, -3.09169, -4.37485], [-3.03184, -4.72647, -1.04811], [-0.36150, -1.76457, 3.80431], [-5.38656, 1.07777, -2.63400], [-2.13281, -1.31608, -5.89997], [-0.41468, 0.26627, 3.12956], [1.77538, -3.20036, 1.19344], [1.62790, 1.89114, -0.28228], [1.15008, 0.47201, -4.13887], [2.28769, -5.60808, -1.76156], [2.04872, -0.69629, 4.94024], [-0.77429, -4.46211, -1.73026], [-1.78871, 3.48478, -2.86603], [3.42204, -2.48490, 5.49453], [0.70556, 1.70012, 0.26473], [-1.50156, 0.46332, -4.40843], [-2.95156, -1.84437, -4.91192], [-2.46516, 0.70984, -1.41209], [-0.75888, 0.24926, -6.40834], [4.43925, -3.36818, 5.19291], [-1.35904, -4.10697, -0.88719], [-1.42711, 3.39087, -0.50173], [-0.53218, 2.38465, 2.81070], [1.45807, -4.75527, -2.73479], [-1.97298, 0.27431, 7.97065], [-0.86878, -0.43529, 5.40415], [3.09733, 0.96833, 3.75840], [-4.54482, 1.34843, -1.56009], [1.42759, -3.45708, -3.05261], [-6.38316, 2.49181, -0.47040], [-0.99586, 4.71098, -0.50804], [-7.21212, 2.21235, -1.54818], [-5.06606, 2.05779, -0.47864], [4.25542, 2.51172, -0.20612], [2.40734, 1.40968, -2.20176], [-0.53657, -0.73826, 4.10122], [1.76670, 2.98159, -0.35921], [-0.94836, -4.47031, 0.04936], [-0.88497, 1.33083, -4.21533], [1.20886, -1.74765, -4.64755], [-4.43443, 2.28019, 0.37529], [1.11392, -4.01328, -5.34819], [3.42623, -4.24222, -0.35959], [-2.12488, 3.03533, -3.79068], [-3.49700, -2.76284, -5.08926], [-1.32372, 5.34968, -3.81158], [1.45718, -1.10154, -2.26207], [-1.50893, 1.27335, 7.17133], [4.07204, 0.97986, -1.11180], [-1.34974, 4.80115, -2.87805], [-0.18214, -0.12447, 1.44641], [3.13638, -0.57963, 2.29710], [-2.33982, -0.04003, -3.41857], [6.12393, -4.05618, 3.71608], [-1.32020, -2.34485, -0.85477], [-0.61749, 1.59189, 3.54478], [-1.98061, -0.55169, 7.47200], [4.77230, 0.94678, 0.49390], [-8.24361, 2.54257, -1.54348], [1.48425, -0.24934, -1.19239], [4.85387, -4.25624, 6.10851], [3.09158, 2.76967, 1.88081], [-0.94601, 5.41577, -1.70076], [5.06254, -3.29151, 3.95836], [-1.41008, -0.16141, -5.64703], [-0.69037, 5.18375, 0.41750], [-6.70930, 1.50541, -2.62928], [-1.48324, 2.39646, 7.60585], [5.27440, -5.20611, 0.52046], [-2.03900, -1.81626, -6.85547], [-1.09060, 0.88607, 5.80181], [-3.68138, -1.64970, -2.91557], [-1.44459, 2.83979, 0.43488], [-6.76494, 3.04281, 0.38045], [0.65674, 1.53142, -2.10612], [-3.05254, -1.21035, -3.68336], [2.18291, -1.03272, 0.59434], [5.31608, -2.22647, 1.90431]], "atomic_forces_ev_per_a": [[0.552, 0.447, 1.044], [-5.599, 1.636, -5.171], [-0.001, 0.016, -0.005], [0.023, 0.022, 0.005], [0.008, -0.012, -0.023], [0.006, 0.009, -0.001], [0.005, 0.032, 0.029], [-0.541, 0.027, -0.082], [-0.153, 0.116, 0.387], [0.367, -0.037, 0.048], [-0.067, -0.109, 0.070], [-0.446, 0.219, -3.511], [-0.003, -0.040, -0.024], [0.006, -0.016, 0.033], [0.152, -0.131, -0.171], [0.041, -0.074, 0.132], [-0.003, -0.015, -0.009], [0.317, -0.243, -0.050], [0.198, 0.100, 0.002], [-0.069, 0.137, -0.089], [0.000, -0.004, -0.011], [0.139, -0.075, 0.119], [3.132, 0.945, 0.622], [0.074, 0.098, 0.916], [0.146, 0.032, -0.037], [0.019, -0.006, -0.012], [0.032, 0.015, -0.030], [-0.017, 0.052, -0.011], [-0.092, -0.209, -0.006], [0.283, -1.083, 6.163], [0.100, 0.400, 0.054], [0.625, -0.064, 0.465], [8.127, -9.834, 10.160], [0.151, -0.071, -0.115], [-0.144, -0.028, 0.030], [-0.109, 0.002, 0.014], [0.035, 0.020, -0.065], [0.083, 0.140, 0.042], [-0.263, 0.103, -0.032], [-0.025, -0.030, 0.015], [-0.367, 0.320, -0.154], [-0.014, -0.029, 0.070], [-0.007, 0.038, -0.073], [0.026, -0.033, 0.087], [0.015, -0.034, -0.005], [-0.014, 0.011, -0.004], [-8.015, 2.891, -8.698], [0.032, -0.015, 0.019], [-0.021, -0.011, -0.020], [-0.011, -0.012, 0.034], [0.041, -0.093, -0.008], [-0.161, 6.834, -2.059], [-0.018, 0.014, 0.007], [-0.006, 0.028, 0.010], [-0.009, 0.014, 0.003], [0.045, -0.024, 0.017], [0.013, 0.038, 0.002], [-0.020, -0.255, -0.128], [-0.069, -0.022, -0.001], [0.204, -0.110, -0.182], [0.001, 0.016, -0.027], [-0.169, -0.019, -0.046], [-0.105, -0.347, -0.134], [0.010, 0.000, 0.032], [0.007, -0.024, -0.144], [2.645, -1.557, 1.474], [-0.010, -0.031, -0.036], [-0.011, -0.012, -0.001], [-0.002, 0.012, -0.020], [-0.615, -0.451, -1.188], [0.061, 0.006, -0.046], [0.083, -0.018, 0.059], [0.005, 0.007, -0.020], [-0.353, 0.087, 0.035], [-0.316, 0.657, 0.599], [0.052, 0.023, 0.003], [0.010, -0.041, 0.007], [-0.253, -0.325, 0.091], [0.009, -0.005, 0.061], [-0.013, 0.039, 0.001], [-0.034, -0.021, -0.041], [-0.009, 0.006, 0.001], [-0.910, 0.154, -1.593], [-0.007, 0.018, -0.007], [0.023, -0.020, -0.021], [-0.004, 0.022, 0.011], [-0.054, 0.068, 0.034], [-0.235, 0.169, -0.038], [0.007, 0.001, 0.014], [-0.012, -0.008, -0.018], [-0.029, -0.025, 0.003], [0.341, -0.111, -0.032], [0.004, -0.012, -0.010], [-0.067, 0.032, 0.049], [0.011, -0.028, 0.014], [0.049, -0.012, -0.013], [0.002, 0.006, 0.013], [0.052, -0.287, -0.020], [-0.013, -0.016, 0.019], [1.178, 0.019, 0.999], [-0.064, -0.004, 0.125]], "mulliken_charge": [1.6744, 1.5622, 0.4434, -0.9625, 0.2809, 0.3736, 0.2692, -0.6432, 0.5431, -0.4455, -0.0537, 0.4519, -0.3962, -0.3378, -0.4769, -0.2530, 0.1448, -1.3438, 0.1690, -1.5150, 0.3726, 0.4314, -0.6047, 0.3581, -0.2358, 0.4227, -0.1503, -0.4611, 0.1507, -1.0344, -0.7100, -0.5094, -0.8784, -0.3168, -0.0811, -0.2981, 0.1919, -0.6157, -0.4337, -0.8814, 0.8804, 0.3510, 0.5896, -0.1531, -0.6311, 0.4431, 0.0349, -0.5262, -0.6642, 0.6863, 0.4318, -2.0317, -0.5728, -0.3821, -0.4571, -0.6247, 0.2066, 0.5146, -1.2432, 0.2612, 0.3084, -0.0547, 0.0916, 0.3427, -0.2821, 0.5942, 0.4118, 0.3917, 0.4000, -0.0761, 0.5430, 0.3530, -0.6491, 0.3769, 1.0181, 0.9440, -0.3135, 0.1171, -0.5113, 0.3277, 0.2393, 0.3522, 2.2424, -0.3366, 0.3632, -0.5145, 0.5278, -0.5939, 0.4422, -0.5964, -0.6080, -0.7513, 0.3661, 1.0931, 0.5790, 0.2662, 0.3768, -0.0792, -0.8946, 0.2789, -0.4001], "homo_energy_ha": [-0.00051, -0.00034], "e_tot_ev": -175009.5991, "charge": -2}